{"formula": "C35H42NO3Si", "method": "the ωB97M-V functional and the def2-TZVPD basis", "de_lowest_kj_mol": 53.54, "spin_multiplicity": 1, "energy_ha": -1928.6391, "homo_ev": -10.91, "total_charge": 1, "species": ["Si", "O", "O", "O", "N", "C", "C", "C", "C", "C", "C", "C", "C", "C", "C", "C", "C", "C", "C", "C", "C", "C", "C", "C", "C", "C", "C", "C", "C", "C", "C", "C", "C", "C", "C", "C", "C", "C", "C", "C", "H", "H", "H", "H", "H", "H", "H", "H", "H", "H", "H", "H", "H", "H", "H", "H", "H", "H", "H", "H", "H", "H", "H", "H", "H", "H", "H", "H", "H", "H", "H", "H", "H", "H", "H", "H", "H", "H", "H", "H", "H", "H"], "positions_angstrom": [[2.0343, -2.3756, -0.1859], [0.8219, -1.6701, 0.6915], [-5.9045, 2.5722, -3.1545], [3.6975, 3.4523, -3.9786], [0.1967, 0.7809, 1.2381], [-0.7682, 1.3246, -1.3003], [-0.8597, -2.5914, 2.1503], [-0.4060, 2.0607, 1.5908], [0.4218, 1.8910, -1.9149], [3.5771, -1.2501, 4.0103], [-1.3410, -2.8811, 3.4370], [-0.2159, -0.1616, 2.2350], [2.0674, 3.6824, -2.1568], [-3.2262, 0.9751, -1.2896], [-2.9591, -4.4009, 2.4904], [-2.0707, 1.7140, -1.7025], [3.8086, -2.5686, 4.4016], [1.3696, -2.3604, -1.9191], [2.8482, -3.5466, 4.1412], [-6.1242, 3.6390, -4.1069], [-2.3843, -3.7902, 3.6070], [2.1225, 1.7406, -3.6425], [-3.5170, 3.1117, -3.1219], [-4.6415, 2.3542, -2.7035], [2.6522, 2.9914, -3.2438], [2.4138, -0.9182, 3.3041], [1.6799, -3.2180, 3.4451], [4.1162, 4.8297, -3.8795], [-2.4797, -4.1236, 1.2108], [-1.7842, 1.6626, 2.1386], [0.9434, 3.1565, -1.5475], [1.4733, -1.9092, 2.9948], [1.0461, 1.2012, -2.9849], [3.5633, -1.3345, 0.0080], [-2.2763, 2.8135, -2.5984], [-1.4500, -3.1905, 1.0327], [0.3192, -1.6000, 2.0086], [-4.4690, 1.2918, -1.7761], [-1.7231, 0.1369, 2.3371], [2.4221, -4.1063, 0.3607], [-3.7830, -5.1004, 2.6245], [-2.5838, 1.9304, 1.4394], [4.2141, -1.5339, -0.8585], [2.4701, 4.6422, -1.8260], [-2.2448, -0.3771, 1.5174], [-1.0948, -2.9473, 0.0297], [-7.1978, 3.6036, -4.2956], [0.7739, -1.4637, -2.1314], [-2.7302, -4.0264, 4.6131], [0.7311, -3.2396, -2.0800], [4.3023, -0.4703, 4.2435], [-3.6306, 3.9126, -3.8597], [0.1856, 0.1689, 3.2118], [-3.1026, 0.1338, -0.6032], [1.5134, -4.6818, 0.5808], [-1.9570, 2.1821, 3.0860], [-2.1324, -0.2179, 3.2897], [4.4269, 5.0748, -2.8543], [2.2098, -2.4085, -2.6278], [-0.8686, -2.4025, 4.3006], [0.9442, -3.9921, 3.2165], [-0.4583, 2.7306, 0.7347], [-0.6781, 0.4019, -0.7282], [3.3221, 5.5121, -4.2148], [2.9965, -4.5747, 4.4707], [0.6319, 0.2497, -3.3177], [4.1064, -1.6039, 0.9250], [0.1874, 2.5637, 2.3747], [-1.4131, 3.4025, -2.9121], [4.9664, 4.8821, -4.5624], [0.4326, 3.7357, -0.7773], [-5.5673, 3.4643, -5.0387], [2.2494, 0.1108, 2.9801], [-5.3447, 0.7228, -1.4739], [3.3346, -0.2598, 0.0352], [1.1953, 0.7965, 1.0292], [3.0721, -4.1207, 1.2457], [4.7354, -2.8367, 4.9094], [-2.8985, -4.6187, 0.3342], [2.5736, 1.2454, -4.4977], [2.9560, -4.5899, -0.4740], [-5.8396, 4.6137, -3.6853]]}